172
Properties=species:S:1:pos:R:3:forces:R:3 method="wB97M-V/def2-TZVPD" total_charge=+9 homo_ev=-25.201 gap_ev=7.7 e_lumo_ev=-17.54
C 7.6839 1.7367 9.4616 -0.13 -0.46 0.51
N 6.6740 0.8016 8.8223 0.34 -0.55 -0.97
C 7.0225 -0.4651 8.3780 0.56 1.93 2.01
C 6.1308 -1.2650 7.7574 -0.93 -0.35 -0.92
C 4.8139 -0.8161 7.4725 0.39 -0.35 0.10
C 4.4875 0.4593 7.8962 -0.12 0.48 0.36
C 5.4616 1.2533 8.5552 -1.20 -0.20 0.14
C 3.7254 -1.6574 6.8113 0.17 0.70 0.93
C 3.0291 -1.1166 5.7399 0.30 0.86 -0.36
C 1.9060 -1.6975 5.2106 0.33 -0.78 -0.30
N 1.4826 -2.8556 5.7151 -0.21 -1.00 1.68
C 2.0958 -3.4120 6.8154 0.08 0.40 -1.08
C 3.2266 -2.8394 7.3552 0.43 -0.89 -0.41
C 0.2262 -3.4984 5.2664 -0.25 0.57 0.20
H 8.6339 1.6763 8.9213 -0.33 0.04 0.04
H 7.8355 1.4725 10.5216 -0.10 -0.19 -0.47
H 7.2520 2.7343 9.4392 0.19 -0.02 -0.19
H 8.0050 -0.7320 8.7470 0.10 -0.44 -0.55
H 6.4909 -2.2198 7.4299 -0.04 -0.47 0.02
H 3.4508 0.8325 7.8027 0.86 -0.04 0.05
H 5.2216 2.2339 8.9600 -0.04 -0.12 -0.26
H 3.3957 -0.2079 5.2894 -0.05 0.18 -0.03
H 1.3816 -1.3732 4.3224 0.02 0.34 0.09
H 1.7181 -4.3493 7.2111 -0.23 0.13 -0.20
H 3.7564 -3.4721 8.0627 -0.08 0.60 0.45
H 0.3439 -4.5733 5.2640 -0.08 -0.11 0.08
H -0.0930 -3.1326 4.3016 0.40 0.03 -0.45
H -0.5446 -3.1526 5.9476 -0.15 -0.43 0.31
C 2.3168 2.9166 -0.1217 0.37 0.19 0.70
N 1.8462 3.3257 -1.4491 -1.08 2.03 0.19
C 1.3600 4.5955 -1.7074 -0.40 -1.31 0.35
C 0.7926 4.8911 -2.9454 1.16 0.94 1.48
C 0.9070 3.9940 -3.9787 -0.05 -1.33 -0.68
C 1.5051 2.7598 -3.6844 -0.26 -0.61 -0.26
C 1.9279 2.4320 -2.4254 0.03 0.46 0.15
C 0.3684 4.3010 -5.3339 -0.79 1.17 -0.13
C 1.1291 4.1133 -6.4930 0.09 -0.41 1.56
C 0.6800 4.5412 -7.7019 0.01 0.75 -0.55
N -0.4973 5.1712 -7.8043 -1.22 -0.71 0.61
C -1.2943 5.3569 -6.7204 0.35 -0.43 0.44
C -0.8867 4.9642 -5.4422 1.01 -0.50 -0.93
C -1.0324 5.5634 -9.1356 0.31 1.05 -0.14
H 3.3863 3.1065 -0.1675 0.16 -0.12 0.54
H 2.1072 1.8487 0.0519 -0.06 0.50 -0.28
H 1.8565 3.4995 0.6980 0.21 -0.16 -0.71
H 1.3364 5.3152 -0.8787 0.20 -0.48 -0.37
H 0.4504 5.9141 -3.0500 -0.21 -0.13 -0.30
H 1.5708 1.9216 -4.3536 0.00 0.23 -0.79
H 2.3597 1.4985 -2.1061 -0.13 -0.31 -0.42
H 2.1052 3.6688 -6.4177 0.25 -0.10 -0.13
H 1.3100 4.4743 -8.5788 -0.23 -0.06 -0.24
H -2.2800 5.7737 -6.9049 0.26 0.15 -0.03
H -1.5212 5.1332 -4.5752 0.08 0.05 -0.30
H -2.1165 5.7147 -9.0626 0.35 -0.35 -0.08
H -0.7504 4.8042 -9.8837 -0.14 0.58 0.29
H -0.5928 6.5676 -9.2990 -0.13 -0.63 -0.56
C -3.5824 10.5549 2.3393 -0.20 -0.28 0.86
N -3.5369 9.0359 2.4268 -0.13 1.14 -0.17
C -3.4580 8.4276 3.6187 0.02 0.30 -0.14
C -3.3484 7.0576 3.6816 0.20 -0.72 0.21
C -3.3229 6.3108 2.4991 0.11 1.13 0.14
C -3.4023 6.9925 1.2730 -0.27 -1.36 1.60
C -3.5543 8.3338 1.2825 0.64 0.79 -0.44
C -3.3246 4.8445 2.5813 1.64 -1.10 1.19
C -2.1312 4.0651 2.8106 -0.17 2.86 -0.35
C -2.1447 2.7280 2.9475 -0.80 -0.96 0.35
N -3.3640 2.1348 3.0007 -0.54 -0.53 0.50
C -4.5074 2.8425 2.8582 -0.56 -1.73 0.26
C -4.5249 4.2018 2.6760 -0.82 -0.03 -1.01
C -3.4009 0.6943 3.3908 1.08 -1.11 -0.58
H -2.7617 10.9168 1.7129 -0.26 -0.15 0.16
H -3.5263 10.9368 3.3627 0.39 -0.06 -0.24
H -4.5636 10.8655 2.0016 -0.09 -0.12 -0.51
H -3.4775 9.0337 4.5237 0.01 0.05 -0.33
H -3.2595 6.6042 4.6772 -0.16 0.08 -0.53
H -3.4204 6.4445 0.3680 0.02 -0.27 -0.82
H -3.5629 8.8365 0.3246 -0.29 0.58 0.30
H -1.2284 4.6434 2.9819 0.18 -0.31 -0.43
H -1.2947 2.0474 3.0612 -0.24 0.61 0.05
H -5.4386 2.2484 2.8921 0.63 0.40 0.17
H -5.4713 4.7286 2.5082 0.31 -0.31 0.31
H -3.7414 0.4480 4.4038 -0.13 0.85 -0.17
H -2.3633 0.2943 3.2984 -0.73 0.47 0.08
H -3.9768 0.1000 2.6860 -0.31 0.31 -0.11
C 1.2973 -4.3125 -7.2760 0.99 0.47 -0.13
N 0.5255 -3.6872 -6.1513 -1.02 0.39 -0.27
C 0.3258 -2.2407 -6.4899 0.22 0.52 -0.50
C -0.8490 -4.3392 -6.1837 0.05 0.51 0.15
C 1.2126 -3.9313 -4.8199 -0.18 -0.46 -0.17
C 1.1034 -2.7997 -3.7782 0.40 -0.03 1.06
O -0.2138 -2.4437 -3.3993 -0.72 -0.12 -0.17
H 2.2866 -3.8310 -7.3291 -0.38 -0.07 -0.02
H 0.7440 -4.0776 -8.1909 0.20 -0.56 0.09
H 1.4806 -5.3760 -7.0864 -0.47 0.20 -0.17
H 1.2964 -1.8264 -6.7152 0.42 0.25 0.28
H -0.1963 -1.6345 -5.7336 0.23 -0.75 -0.03
H -0.2099 -2.1484 -7.4381 -0.13 -0.35 0.21
H -1.3262 -3.9879 -7.0989 -0.14 -0.06 0.20
H -1.3926 -4.0225 -5.2877 0.06 -0.10 -0.29
H -0.7631 -5.4180 -6.2542 0.20 -0.10 0.22
H 2.2743 -4.0725 -5.0094 0.12 0.17 -0.18
H 0.8262 -4.9467 -4.6201 0.20 0.63 0.98
H 1.6153 -1.8998 -4.1474 -0.14 -0.21 -0.39
H 1.6892 -3.0211 -2.8519 -0.32 -0.52 -0.84
H -0.3354 -2.3606 -2.4358 0.56 -0.06 -0.24
C -4.4880 -6.6396 0.3085 -0.03 -0.48 -0.02
N -3.5914 -5.8283 -0.6536 -0.73 0.24 0.54
C -2.2008 -5.8671 -0.0724 0.21 0.45 -1.11
C -3.6773 -6.5212 -1.9821 0.39 -0.84 -0.07
C -4.1051 -4.3780 -0.8828 0.48 0.05 0.07
C -3.5987 -3.2619 0.0821 0.20 -0.71 0.22
O -3.9346 -3.5084 1.4516 0.05 0.12 -0.81
H -5.5442 -6.5036 0.0277 0.48 -0.08 0.07
H -4.3150 -6.3479 1.3489 -0.02 0.31 -0.36
H -4.2101 -7.7254 0.2349 -0.23 1.09 -0.18
H -1.9334 -6.8777 0.2302 -0.32 0.08 0.25
H -2.1140 -5.1083 0.7034 -0.17 -0.52 0.24
H -1.5043 -5.5949 -0.8652 0.00 0.08 -0.09
H -3.3979 -7.5641 -1.7930 0.21 0.26 -0.34
H -3.0266 -6.0384 -2.7175 0.06 -0.14 0.33
H -4.6867 -6.5603 -2.3965 -0.10 0.35 0.44
H -5.1820 -4.4687 -0.8181 -0.28 0.05 0.14
H -3.9066 -4.1038 -1.9460 0.22 -0.25 0.81
H -4.0459 -2.3192 -0.2342 -0.23 -0.01 -0.24
H -2.5040 -3.0840 0.0380 -0.55 -0.38 0.00
H -4.8928 -3.3958 1.5297 0.11 -0.15 0.25
C 5.9199 -2.7395 2.5888 1.18 -0.68 -0.15
N 5.4803 -3.2128 1.2256 -1.07 1.88 0.72
C 6.0569 -2.2361 0.2323 0.54 0.00 0.27
C 6.0005 -4.5756 0.9443 -0.91 -0.05 -0.84
C 3.9153 -3.0397 1.1480 1.01 -0.61 -0.41
C 3.0717 -4.1329 1.8236 1.02 0.09 -0.34
O 2.5930 -5.0118 0.8301 -0.23 -0.18 0.31
H 7.0179 -2.9195 2.6359 -0.76 0.20 0.17
H 5.4275 -3.2931 3.3894 0.01 -0.16 -0.25
H 5.7173 -1.6830 2.7016 -0.05 0.19 -0.13
H 5.8213 -1.1878 0.4199 -0.57 -0.28 0.33
H 5.7789 -2.4956 -0.7753 -0.10 -0.30 -0.25
H 7.1259 -2.2879 0.3535 0.49 -0.17 -0.23
H 5.4685 -4.8344 0.0159 0.28 -0.58 0.38
H 5.7561 -5.2240 1.7950 0.26 0.00 -0.47
H 7.0630 -4.5363 0.6919 -0.10 -0.03 0.46
H 3.6708 -3.0866 0.0689 0.09 0.41 0.62
H 3.8059 -2.0580 1.5924 -0.40 0.22 -0.20
H 2.1913 -3.7141 2.3077 -0.02 0.22 -0.19
H 3.6853 -4.5545 2.6399 -0.34 -0.51 -0.32
H 3.2326 -5.6564 0.4998 0.10 0.05 0.43
C -2.5958 1.1907 -4.0948 -0.14 0.04 -0.31
N -3.1618 0.8692 -2.7766 -0.05 -1.00 1.13
C -2.5750 -0.4585 -2.3662 1.15 -0.59 1.03
C -2.7349 1.8649 -1.7494 -0.01 0.90 1.28
C -4.6632 0.7429 -2.8957 -0.45 0.02 0.26
C -5.3714 -0.0745 -1.8109 -0.78 -0.16 0.52
O -5.3550 0.5227 -0.5101 0.06 0.43 -0.06
H -1.5142 1.2405 -3.9644 -0.10 0.22 -0.27
H -3.0593 2.1067 -4.4682 0.29 -0.03 0.00
H -2.8652 0.3549 -4.7363 0.17 0.16 -0.27
H -2.7192 -1.2872 -3.0796 -0.29 0.77 -0.02
H -2.9594 -0.7521 -1.3845 -0.21 0.21 -0.33
H -1.4902 -0.3567 -2.1490 -0.61 0.31 -0.55
H -3.2726 2.8289 -1.7093 -0.20 -0.56 -1.01
H -1.6756 2.0914 -1.8771 -0.06 -0.35 0.00
H -2.9068 1.4958 -0.7272 0.19 -0.43 -0.58
H -4.8435 0.3225 -3.8732 -0.13 -0.52 -0.20
H -5.0449 1.7511 -2.9691 -0.20 0.34 0.27
H -4.9526 -1.0745 -1.6807 0.17 0.15 -0.35
H -6.4178 -0.2763 -2.0887 0.37 0.37 -0.41
H -6.2424 0.8428 -0.2655 0.42 -0.25 -0.34
N -0.0738 -0.5767 0.1360 -0.59 0.48 0.68
O -0.1203 0.4158 -0.6335 0.47 0.38 -0.11
O -0.3191 -1.6974 -0.2944 -0.12 -1.32 -1.11
O 0.1340 -0.4369 1.3470 0.40 0.60 0.38